{
  "formula": "C45H45F5N7S5W",
  "method": "ωB97M-V/def2-TZVPD",
  "total_charge": 1,
  "total_energy_ev": -127407.930,
  "s_squared": 2.032,
  "largest_force_ev_per_a": 1.4,
  "multiplicity": 3,
  "symbols": ["W", "S", "C", "C", "C", "C", "C", "C", "S", "C", "C", "C", "C", "C", "C", "C", "S", "C", "C", "C", "C", "C", "C", "S", "N", "H", "H", "H", "H", "H", "H", "H", "H", "H", "H", "H", "H", "H", "H", "H", "C", "N", "C", "C", "N", "C", "C", "C", "C", "C", "C", "C", "C", "C", "N", "C", "N", "C", "C", "N", "C", "C", "C", "N", "C", "C", "H", "H", "H", "H", "H", "H", "H", "H", "H", "H", "H", "H", "H", "H", "H", "H", "H", "H", "H", "H", "H", "H", "H", "H", "H", "H", "H", "H", "H", "H", "F", "C", "C", "F", "C", "F", "C", "S", "C", "F", "C", "F"],
  "coordinates": [[0.728382, 0.144795, -0.515009], [1.129043, -0.864160, -2.785261], [2.751435, -0.383949, -3.263068], [3.139495, -0.514074, -4.602774], [4.372965, -0.059192, -5.034975], [5.263366, 0.547613, -4.151959], [4.912279, 0.664147, -2.820151], [3.675092, 0.184345, -2.388691], [3.314139, 0.252514, -0.653316], [3.698626, -1.499445, -0.162159], [2.470454, -2.335667, -0.296617], [2.321649, -3.545386, -0.891206], [1.009914, -4.040263, -1.109331], [-0.094344, -3.331439, -0.733059], [0.140373, -2.116325, -0.067309], [-0.871133, -1.030535, 1.985744], [-0.514670, 0.656258, 2.533477], [-1.591635, 1.760520, 1.676050], [-2.908483, 1.942137, 2.094692], [-3.633697, 3.043218, 1.666264], [-3.016620, 3.993206, 0.861095], [-1.710766, 3.810995, 0.431722], [-0.985966, 2.675491, 0.795885], [0.692657, 2.462425, 0.265468], [1.382935, -1.665372, 0.161069], [2.445789, -0.966773, -5.301592], [4.642718, -0.167145, -6.078128], [6.218521, 0.918997, -4.498552], [5.587749, 1.118484, -2.103771], [4.023249, -1.437925, 0.878713], [4.523250, -1.833067, -0.785061], [3.186751, -4.086158, -1.250683], [0.879912, -4.991774, -1.608798], [-1.096532, -3.684351, -0.927207], [-0.519780, -1.678632, 3.904436], [-1.897820, -1.209854, 2.258978], [-3.345693, 1.236875, 2.792195], [-4.655414, 3.182834, 1.995576], [-3.557305, 4.886165, 0.568473], [-1.226612, 4.568192, -0.173511], [-3.591764, 1.929192, -1.615241], [-2.519899, 2.487107, -2.423011], [-2.978014, 3.059594, -3.679932], [-1.222337, 2.091772, -2.263212], [-0.933462, 0.895906, -1.724123], [-1.774381, -0.136946, -2.265760], [-1.981339, -0.136587, -3.624635], [-2.959685, -0.923690, -4.250807], [-3.766518, -1.705716, -3.484532], [-3.527071, -1.819391, -2.094259], [-4.374771, -2.663921, -1.333196], [-4.137507, -2.884304, -0.016555], [-2.980347, -2.333371, 0.569004], [-2.163757, -1.475586, -0.114230], [-0.834337, -1.190907, 0.473695], [-0.171942, -2.059061, 2.927041], [1.269122, -2.177167, 2.985011], [1.988576, -0.909571, 3.074528], [1.595987, -2.959546, 4.187058], [-0.828453, -3.359821, 2.708440], [-1.834499, -3.680539, 3.703615], [-0.070125, -4.530799, 2.293670], [-2.454838, -1.112318, -1.469679], [-0.288211, 2.986787, -2.616586], [-0.529283, 4.425165, -2.560272], [1.053373, 2.616110, -3.049897], [-4.137246, 1.153449, -2.162680], [-4.285070, 2.731209, -1.359770], [-3.193281, 1.511489, -0.694643], [-3.714256, 3.840830, -3.486285], [-3.452586, 2.279893, -4.286273], [-2.156973, 3.484958, -4.246516], [-1.376328, 0.530667, -4.227090], [-3.081588, -0.878120, -5.325333], [-4.576726, -2.278324, -3.919110], [-5.205330, -3.144762, -1.836948], [-4.776580, -3.533823, 0.567669], [-2.690209, -2.691100, 1.543240], [1.933046, -0.327506, 2.153712], [3.039323, -1.133274, 3.272386], [1.620670, -0.275628, 3.897785], [0.999030, -3.861652, 4.252586], [1.427040, -2.373640, 5.102700], [2.645178, -3.249140, 4.153503], [-2.499667, -2.828303, 3.871236], [-1.398334, -3.963638, 4.672740], [-2.446915, -4.513759, 3.352918], [0.876300, -4.234531, 1.848259], [-0.639609, -5.103103, 1.559092], [0.145073, -5.202680, 3.133651], [-1.524566, 4.630748, -2.181272], [-0.423031, 4.877263, -3.549212], [0.208933, 4.874343, -1.892582], [1.447413, 1.794604, -2.471293], [1.706257, 3.475284, -2.907219], [1.062046, 2.327831, -4.103094], [1.836997, 1.836709, 6.463971], [2.312778, 2.211321, 5.287345], [3.412306, 1.556228, 4.749860], [3.967642, 0.544965, 5.417563], [3.887922, 1.933745, 3.515681], [4.912488, 1.253730, 3.015682], [3.302300, 2.981078, 2.777033], [3.850540, 3.386961, 1.221645], [2.192499, 3.623714, 3.363933], [1.581763, 4.613382, 2.733998], [1.699411, 3.244699, 4.593030], [0.642554, 3.853740, 5.124303]],
  "atomic_forces_ev_per_a": [[0.35, 0.48, -1.25], [0.05, 0.17, 0.39], [0.02, 0.04, -0.05], [-0.04, 0.00, 0.01], [-0.01, -0.01, 0.01], [-0.02, 0.00, 0.00], [-0.04, -0.04, 0.06], [0.07, -0.03, 0.01], [-0.25, 0.13, 0.08], [-0.02, 0.08, 0.06], [0.09, 0.33, 0.09], [-0.09, -0.24, -0.13], [0.22, -0.09, -0.02], [0.00, 0.04, 0.05], [-0.18, -0.04, 0.31], [0.02, 0.15, -0.07], [0.29, -0.16, 0.05], [-0.07, 0.11, -0.02], [0.02, 0.01, 0.00], [0.02, -0.02, 0.00], [0.02, -0.01, 0.02], [0.02, 0.06, 0.08], [0.00, 0.05, 0.09], [0.13, -0.36, 0.09], [-0.24, -0.15, 0.24], [0.03, 0.03, 0.00], [-0.01, 0.00, 0.01], [-0.03, -0.02, 0.00], [-0.03, -0.03, -0.02], [-0.01, 0.00, -0.04], [0.04, -0.03, 0.01], [-0.05, -0.01, -0.01], [0.03, 0.01, 0.00], [0.01, 0.03, 0.02], [-0.05, -0.05, 0.12], [-0.26, 0.14, -0.11], [0.01, 0.03, -0.01], [0.03, -0.01, 0.00], [0.02, -0.03, 0.01], [-0.08, -0.12, 0.19], [0.05, -0.06, -0.10], [-0.04, -0.07, -0.08], [-0.04, 0.00, 0.06], [-0.16, 0.12, 0.39], [-0.25, -0.48, -0.27], [0.10, 0.11, 0.12], [0.07, 0.12, -0.12], [0.04, 0.01, 0.00], [-0.01, -0.01, 0.04], [-0.03, -0.03, 0.03], [0.00, -0.02, -0.13], [0.06, 0.04, 0.11], [-0.16, -0.05, -0.07], [0.18, -0.06, -0.01], [-0.34, -0.17, -0.11], [-0.25, -0.29, 0.08], [0.15, -0.04, 0.07], [0.11, -0.06, 0.07], [0.17, 0.17, 0.00], [0.13, 0.17, -0.01], [-0.03, 0.06, -0.02], [0.00, 0.06, -0.05], [0.00, -0.04, 0.07], [0.08, 0.12, -0.10], [0.03, -0.03, -0.21], [-0.08, 0.15, -0.06], [0.01, -0.02, 0.02], [-0.01, 0.00, -0.03], [0.01, 0.02, -0.01], [0.02, 0.03, -0.01], [-0.02, 0.01, 0.01], [0.05, -0.02, -0.01], [-0.01, 0.01, 0.01], [-0.01, 0.02, 0.02], [0.02, 0.02, 0.01], [0.03, 0.03, 0.01], [0.03, 0.02, -0.02], [0.02, -0.02, 0.00], [0.00, -0.11, 0.15], [-0.02, -0.01, 0.01], [0.05, -0.11, -0.03], [0.05, 0.06, 0.01], [-0.01, 0.02, -0.01], [0.03, 0.02, 0.01], [0.02, -0.03, 0.00], [0.00, 0.00, 0.00], [0.02, 0.01, -0.01], [-0.01, 0.00, -0.02], [-0.04, 0.00, -0.04], [-0.02, -0.03, -0.03], [0.03, -0.02, -0.10], [0.00, -0.01, 0.01], [0.03, -0.02, -0.01], [0.03, -0.13, 0.07], [0.00, -0.01, 0.00], [-0.02, 0.02, -0.02], [0.01, 0.00, -0.03], [-0.04, -0.01, 0.07], [0.01, -0.02, 0.06], [-0.02, 0.04, -0.01], [-0.05, -0.01, -0.01], [0.02, 0.00, -0.05], [-0.08, -0.07, -0.06], [0.10, 0.13, 0.00], [0.01, 0.02, 0.00], [0.05, -0.02, -0.03], [-0.05, 0.02, 0.05], [0.04, -0.03, -0.03]],
  "lowdin_spin": [0.802, 0.016, 0.004, 0.002, 0.002, 0.002, 0.003, 0.008, 0.023, 0.007, 0.003, 0.002, -0.004, 0.000, -0.004, -0.001, 0.004, 0.002, 0.000, 0.000, 0.000, 0.001, 0.009, 0.044, 0.012, 0.000, 0.000, 0.000, 0.000, 0.000, 0.000, 0.001, 0.000, 0.000, 0.000, 0.000, 0.000, 0.000, 0.000, 0.000, 0.001, 0.009, 0.001, 0.012, 0.013, 0.000, 0.002, 0.000, 0.002, 0.000, 0.001, 0.000, 0.003, 0.005, 0.017, 0.000, 0.000, 0.000, 0.000, 0.000, 0.000, 0.000, 0.000, 0.002, 0.002, 0.018, 0.000, 0.000, 0.000, 0.000, 0.000, 0.000, 0.000, 0.000, 0.000, 0.000, 0.000, 0.000, 0.000, 0.000, 0.000, 0.000, 0.000, 0.000, 0.000, 0.000, 0.000, 0.000, 0.000, 0.000, 0.000, 0.000, 0.001, 0.013, 0.000, 0.001, 0.030, 0.091, -0.012, -0.010, 0.071, 0.019, 0.061, 0.639, 0.071, 0.021, -0.012, -0.010]
}


{
  "formula": "C45H45N4O4RhTe",
  "method": "ωB97M-V/def2-TZVPD",
  "total_charge": -1,
  "total_energy_ev": -71837.340,
  "s_squared": 8.818,
  "largest_force_ev_per_a": 3.1,
  "multiplicity": 6,
  "symbols": ["Rh", "O", "N", "O", "O", "C", "C", "C", "C", "C", "C", "C", "C", "C", "C", "C", "C", "C", "C", "C", "H", "H", "H", "H", "H", "H", "H", "H", "H", "H", "C", "C", "C", "N", "H", "H", "H", "H", "H", "C", "C", "N", "H", "H", "H", "C", "C", "C", "C", "C", "C", "Te", "N", "C", "O", "C", "C", "C", "C", "C", "C", "C", "C", "C", "C", "C", "C", "C", "C", "C", "C", "C", "C", "H", "H", "H", "H", "H", "H", "H", "H", "H", "H", "H", "H", "H", "H", "H", "H", "H", "H", "H", "H", "H", "H", "H", "H", "H", "H", "H"],
  "coordinates": [[1.717854, -1.950624, 0.879232], [2.763840, -4.215172, 3.985201], [2.116415, -3.139551, 3.952673], [0.972921, -3.044934, 4.393063], [2.645768, -2.127426, 3.422878], [-0.289800, -1.965866, 0.995461], [-1.533043, -1.923126, 1.020653], [-2.906304, -1.707826, 0.845928], [-3.169185, -1.490533, -0.602557], [-3.776165, -0.332275, -1.091095], [-3.848530, -0.052987, -2.412322], [-3.367032, -0.956932, -3.357555], [-2.754946, -2.126176, -2.928477], [-2.629551, -2.348089, -1.554984], [-3.868737, -1.641969, 1.949384], [-3.415592, -1.680758, 3.272449], [-4.347700, -1.530213, 4.338903], [-5.718886, -1.454846, 4.089830], [-6.156343, -1.548207, 2.773862], [-5.251307, -1.557183, 1.710179], [-4.158825, 0.393409, -0.358935], [-4.272529, 0.877796, -2.775438], [-3.474464, -0.788238, -4.459342], [-2.279444, -2.842734, -3.576043], [-2.036056, -3.212595, -1.190629], [-2.351647, -1.786025, 3.535141], [-3.878086, -1.547035, 5.326293], [-6.392465, -1.489911, 4.902084], [-7.243352, -1.756729, 2.577251], [-5.564565, -1.576874, 0.647958], [1.079628, -7.429662, 1.258217], [0.781910, -6.163620, 2.048279], [1.391539, -4.943873, 1.596326], [1.723413, -3.927895, 1.275482], [0.506749, -8.202711, 1.727480], [2.127312, -7.709414, 1.250774], [0.742021, -7.344675, 0.233766], [1.001278, -6.257420, 3.124928], [-0.298318, -6.023051, 1.983326], [5.943105, -1.389099, -0.653310], [4.647856, -1.069198, 0.129519], [3.699887, -1.939994, 0.649365], [6.265057, -0.463041, -1.087577], [5.715366, -1.985476, -1.553291], [6.662163, -1.922001, -0.041224], [-4.873904, 4.929364, 0.440401], [-3.803292, 3.918701, 0.033985], [-3.539252, 3.708401, -1.297848], [-2.490828, 2.844205, -1.684953], [-2.208850, 2.636316, -3.164664], [-1.752471, 2.157855, -0.718238], [-0.230298, 0.651480, -1.039025], [1.791755, -0.068934, 0.212619], [2.439509, 0.970226, 0.715793], [2.085983, 2.140584, 0.598689], [3.617966, 0.715255, 1.645384], [3.745784, 1.395107, 2.847098], [4.750180, 1.135322, 3.742888], [5.725687, 0.199486, 3.453067], [5.588266, -0.590574, 2.301830], [4.603450, -0.317054, 1.396383], [0.956235, 1.731373, -2.341766], [1.098838, 3.131844, -2.391320], [0.467196, 4.114729, -1.397049], [1.901687, 3.707478, -3.393021], [2.705688, 2.925177, -4.223490], [3.653296, 3.569859, -5.196223], [2.654281, 1.554417, -4.085888], [1.756492, 0.944003, -3.228539], [1.793582, -0.561131, -3.160251], [-2.051554, 2.325382, 0.637105], [-1.250116, 1.631259, 1.716749], [-3.007850, 3.300942, 0.966636], [-5.515676, 4.530285, 1.234831], [-5.485029, 5.249980, -0.400197], [-4.382775, 5.778295, 0.949746], [-4.010275, 4.232495, -2.121336], [-3.015394, 2.991182, -3.812253], [-2.071368, 1.590337, -3.391376], [-1.318423, 3.155005, -3.527339], [3.081405, 2.223663, 3.002289], [4.792502, 1.742311, 4.643669], [6.576108, 0.050996, 4.101256], [6.245603, -1.426289, 2.071919], [4.133101, -2.551468, 1.345662], [0.417184, 3.678308, -0.418125], [-0.534415, 4.284606, -1.757290], [1.018725, 5.069243, -1.404474], [1.968491, 4.768244, -3.426378], [3.495256, 4.559613, -5.594602], [3.770549, 2.929799, -6.062906], [4.609059, 3.526843, -4.697975], [3.268359, 0.953008, -4.762661], [2.517353, -0.870510, -3.918156], [0.845947, -1.031460, -3.450483], [2.226378, -0.894502, -2.228898], [-1.475403, 0.551230, 1.842320], [-1.495846, 2.147088, 2.636014], [-0.178117, 1.732717, 1.494097], [-3.131973, 3.522671, 2.013190]],
  "atomic_forces_ev_per_a": [[0.19, 0.75, -0.39], [-0.32, 0.21, 0.21], [0.25, -0.04, -0.13], [-0.25, -0.49, 0.26], [0.28, 0.21, -0.56], [-1.19, 0.04, 0.25], [1.03, -0.04, 0.51], [0.50, -0.15, -0.17], [-0.39, 0.10, -0.13], [-0.51, 0.36, 2.12], [-0.31, 0.07, -1.95], [-0.05, -0.35, -1.24], [0.16, 0.33, 1.10], [0.59, -1.04, 0.07], [0.70, 0.25, -0.79], [-0.77, 0.42, 1.52], [1.49, -0.28, -1.10], [1.28, -0.57, -0.48], [-0.97, -0.39, -0.80], [-0.28, -0.26, -0.31], [0.16, -0.24, -0.35], [-0.08, -0.07, 0.25], [0.12, 0.11, 1.15], [-0.13, -0.01, -0.42], [-0.54, 0.58, -0.32], [-0.52, 0.05, -0.43], [-0.66, 0.11, -0.08], [-0.76, 0.14, 0.69], [1.12, 0.70, 0.12], [-0.09, -0.05, 0.87], [0.34, 0.33, -0.01], [-0.41, -0.58, 0.70], [-1.01, -2.77, 0.85], [0.69, 2.73, -1.15], [-0.21, -0.68, 0.18], [0.16, 0.02, 0.10], [-0.05, 0.10, -0.26], [0.14, 0.00, -0.40], [-0.04, 0.36, 0.08], [-2.43, -0.30, -0.31], [0.24, -0.06, 0.07], [0.24, -1.93, -0.79], [0.75, 0.59, 0.31], [-0.10, -0.18, 0.54], [0.39, 0.14, 0.06], [0.70, -0.25, 0.97], [-0.82, 1.28, -0.17], [1.38, -0.93, -1.01], [-0.27, -0.06, -0.54], [-0.11, 0.50, -0.04], [-0.24, -0.47, 0.08], [-0.38, -0.01, 0.21], [-0.28, -0.45, -0.30], [-0.22, -0.19, 0.76], [-0.02, 1.26, -0.21], [1.20, -1.68, 0.07], [-0.81, 0.26, -1.28], [0.86, 0.31, 0.43], [-0.18, -0.89, -0.28], [0.96, 0.52, 1.24], [-0.60, 2.67, -0.81], [1.20, 0.35, -1.17], [0.24, 0.45, 0.22], [0.47, -0.45, -1.27], [0.16, -1.52, 0.41], [-0.93, 1.49, 0.09], [0.52, -1.15, -0.08], [-0.14, -0.10, -0.69], [-0.29, 0.27, 1.01], [0.39, 0.17, -1.20], [0.15, 0.75, -0.23], [-0.30, 0.07, -0.12], [0.42, -1.24, 0.58], [-0.09, -0.19, -0.33], [0.09, 0.11, 0.04], [-0.20, -0.01, -0.56], [-0.46, 0.09, 0.28], [-0.20, 0.04, 0.27], [0.17, -0.40, 0.02], [0.14, -0.01, 0.27], [-0.43, 0.10, 0.23], [0.17, -0.17, -0.06], [-0.05, -0.11, 0.22], [0.25, 0.32, 0.27], [-0.08, -0.30, 0.13], [0.12, -0.04, 0.51], [-0.47, 0.43, 0.18], [-0.15, -0.46, 0.12], [0.08, 0.77, -0.12], [-0.53, 0.41, 0.45], [-0.01, -0.24, -0.29], [0.67, 0.38, 0.01], [-0.12, 0.00, 0.32], [-0.04, -0.17, -0.08], [0.06, 0.02, 0.59], [-0.46, -0.25, 0.54], [0.05, 0.61, -0.20], [0.18, -0.09, 0.48], [-0.20, -0.02, 0.28], [-0.25, 0.04, 0.32]],
  "lowdin_spin": [1.063, 0.010, 0.004, 0.005, 0.041, 0.254, 0.083, 0.325, 0.027, 0.027, 0.001, 0.029, 0.000, 0.031, 0.020, 0.075, -0.011, 0.076, -0.009, 0.069, 0.000, 0.000, 0.002, -0.001, 0.000, 0.004, -0.003, 0.006, -0.002, 0.003, 0.000, -0.001, -0.001, 0.013, 0.000, 0.000, 0.000, 0.000, 0.000, 0.095, 0.673, 0.654, 0.005, 0.003, 0.024, 0.000, 0.001, 0.004, 0.016, 0.008, 0.074, 0.278, 0.447, 0.061, 0.050, 0.105, -0.004, 0.068, -0.007, 0.083, 0.087, 0.010, 0.008, 0.001, -0.002, 0.009, 0.002, -0.002, 0.010, 0.006, 0.006, 0.018, 0.000, 0.000, 0.000, 0.000, 0.001, 0.000, 0.005, 0.000, -0.002, 0.004, -0.002, 0.004, 0.041, 0.000, 0.001, 0.000, 0.000, 0.000, 0.000, 0.001, 0.000, 0.000, 0.002, 0.003, 0.004, 0.002, 0.006, 0.000]
}